# C47H49F3N5O5S3V

A structure of composition C47H49F3N5O5S3V at a distorted geometry (the ωB97M-V functional and the def2-TZVPD basis, OMol25).

Its net charge is -1. The HOMO-LUMO gap (alpha / beta) comes out at 3.40 / 3.92 eV. The spin multiplicity is 4. For the energy relative to the best compared isomer or geometry (same formula, charge and spin), the calculation gives 39.9 kcal per mole.

Cartesian coordinates (Å):
V1 0.0603 0.0544 1.4565
F1 -2.7626 1.2096 5.5366
C1 -2.1168 0.5242 4.5871
F2 -2.3032 -0.7869 4.8337
F3 -2.6770 0.8137 3.4205
S1 -0.2854 0.8507 4.5524
O1 0.1303 0.5108 5.8857
O2 -0.1710 2.2517 4.2209
O3 0.1431 -0.1052 3.5278
S2 5.2310 -0.4185 0.9074
C2 3.4920 -0.3075 0.8565
N1 2.9086 0.1503 1.9106
C3 3.8393 0.4559 2.8958
C4 3.6030 0.9808 4.1716
C5 4.6665 1.2207 5.0162
C6 5.9811 0.9553 4.6335
C7 6.2494 0.4431 3.3785
C8 5.1814 0.2066 2.5266
H1 2.9725 -0.5656 -0.0554
H2 2.6058 1.1854 4.4968
H3 4.4680 1.6194 6.0027
H4 6.7957 1.1436 5.3205
H5 7.2643 0.2309 3.0677
C9 2.3151 3.1132 0.5605
S3 1.2907 2.6534 2.0220
O4 0.0494 2.1372 1.3744
C10 0.9272 4.3972 2.3498
C11 -0.2742 4.9017 1.8821
C12 -0.5600 6.2479 2.0488
C13 0.3541 7.0748 2.6881
C14 1.5472 6.5549 3.1708
C15 1.8374 5.2082 3.0066
H6 1.7360 3.7839 -0.0697
H7 2.5386 2.1942 0.0216
H8 3.2295 3.5956 0.9078
H9 -0.9618 4.2180 1.3985
H10 -1.4949 6.6478 1.6781
H11 0.1293 8.1250 2.8269
H12 2.2530 7.2024 3.6760
H13 2.7654 4.7943 3.3873
C16 -1.6381 -0.0198 0.6314
C17 -2.4933 0.0238 -0.2596
C18 -3.3157 -0.0681 -1.4040
C19 -3.1988 -1.2961 -2.1734
C20 -4.2203 -1.8016 -3.0062
C21 -4.0781 -3.0011 -3.6853
C22 -2.9133 -3.7531 -3.5816
C23 -1.8872 -3.2771 -2.7670
C24 -2.0251 -2.0892 -2.0743
C25 -4.0527 1.0932 -1.8191
C26 -4.1721 2.2025 -0.9382
C27 -4.7641 3.3841 -1.3354
C28 -5.2841 3.5371 -2.6217
C29 -5.1908 2.4621 -3.4988
C30 -4.5959 1.2717 -3.1157
H14 -5.1556 -1.2628 -3.0890
H15 -4.8944 -3.3672 -4.2997
H16 -2.8142 -4.6952 -4.1085
H17 -0.9652 -3.8451 -2.6790
H18 -1.2273 -1.7351 -1.4317
H19 -3.7715 2.1133 0.0642
H20 -4.8269 4.2078 -0.6308
H21 -5.7459 4.4688 -2.9268
H22 -5.5734 2.5654 -4.5098
H23 -4.5076 0.4772 -3.8463
C31 -0.7117 0.1246 -4.5822
N2 0.0587 0.9356 -3.6320
N3 0.7204 0.1342 -2.6841
C32 0.3746 0.5422 -1.3976
O5 0.7846 -0.0335 -0.3711
C33 -0.4768 1.6717 -1.5626
C34 -0.6802 1.8610 -2.8819
C35 -1.5460 2.8499 -3.5664
C36 1.7998 -0.6529 -3.0749
C37 2.2127 -1.7230 -2.2759
C38 3.2987 -2.4944 -2.6494
C39 3.9777 -2.2367 -3.8330
C40 3.5612 -1.1829 -4.6347
C41 2.4865 -0.3927 -4.2651
H24 -0.0536 -0.6280 -5.0111
H25 -1.0783 0.7727 -5.3756
H26 -1.5531 -0.3767 -4.0910
H27 -0.8865 2.2264 -0.7381
H28 -1.9523 3.5473 -2.8362
H29 -2.3920 2.3557 -4.0492
H30 -0.9857 3.4035 -4.3235
H31 1.6593 -1.9306 -1.3727
H32 3.6173 -3.3123 -2.0142
H33 4.8169 -2.8517 -4.1308
H34 4.0878 -0.9628 -5.5549
H35 2.1820 0.4451 -4.8771
C42 1.9634 -4.5605 0.2583
C43 1.4625 -4.4788 1.7017
N4 0.0346 -4.2613 1.8362
C44 -0.8310 -5.4302 1.8683
C45 -1.3319 -5.8807 0.4928
C46 -0.4825 -2.9906 1.7803
C47 -1.9417 -2.8322 2.0885
N5 0.2334 -1.9488 1.5181
H36 3.0512 -4.6597 0.2404
H37 1.6848 -3.6663 -0.2980
H38 1.5353 -5.4196 -0.2556
H39 1.9851 -3.6752 2.2277
H40 1.7067 -5.4057 2.2245
H41 -1.6895 -5.2220 2.5038
H42 -0.2766 -6.2444 2.3404
H43 -1.7535 -5.0380 -0.0552
H44 -2.1075 -6.6407 0.6045
H45 -0.5257 -6.3112 -0.1015
H46 -2.1435 -3.1458 3.1155
H47 -2.5631 -3.4089 1.4027
H48 -2.1952 -1.7816 1.9687
H49 1.2163 -2.1578 1.3496

Mulliken population analysis, charges in e, atoms 1 to 99: number 1, V, carries 0.63; number 2, F, carries -0.26; number 3, C, carries 0.57; number 4, F, carries -0.25; number 5, F, carries -0.16; number 6, S, carries 1.00; number 7, O, carries -0.66; number 8, O, carries -0.72; number 9, O, carries -1.11; number 10, S, carries -0.39; number 11, C, carries -0.27; number 12, N, carries 0.62; number 13, C, carries -0.86; number 14, C, carries -0.15; number 15, C, carries -1.11; number 16, C, carries -0.42; number 17, C, carries -0.55; number 18, C, carries 0.84; number 19, H, carries 0.15; number 20, H, carries 0.60; number 21, H, carries 0.44; number 22, H, carries 0.39; number 23, H, carries 0.39; number 24, C, carries -0.93; number 25, S, carries 0.93; number 26, O, carries 0.04; number 27, C, carries 0.40; number 28, C, carries -0.61; number 29, C, carries -0.82; number 30, C, carries -0.44; number 31, C, carries -0.70; number 32, C, carries -0.48; number 33, H, carries 0.44; number 34, H, carries -0.02; number 35, H, carries 0.52; number 36, H, carries 0.51; number 37, H, carries 0.46; number 38, H, carries 0.38; number 39, H, carries 0.39; number 40, H, carries 0.50; number 41, C, carries -1.03; number 42, C, carries 0.15; number 43, C, carries -0.02; number 44, C, carries 0.07; number 45, C, carries -0.62; number 46, C, carries -0.69; number 47, C, carries -0.82; number 48, C, carries -0.94; number 49, C, carries 0.82; number 50, C, carries 1.43; number 51, C, carries -0.83; number 52, C, carries -0.60; number 53, C, carries -0.65; number 54, C, carries -0.71; number 55, C, carries -0.76; number 56, H, carries 0.58; number 57, H, carries 0.36; number 58, H, carries 0.38; number 59, H, carries 0.51; number 60, H, carries 0.00; number 61, H, carries 0.52; number 62, H, carries 0.38; number 63, H, carries 0.34; number 64, H, carries 0.33; number 65, H, carries 0.30; number 66, C, carries -1.04; number 67, N, carries -0.51; number 68, N, carries 1.01; number 69, C, carries 0.19; number 70, O, carries 1.01; number 71, C, carries -1.24; number 72, C, carries 0.39; number 73, C, carries -1.81; number 74, C, carries -0.02; number 75, C, carries 0.92; number 76, C, carries -0.20; number 77, C, carries -0.71; number 78, C, carries -0.67; number 79, C, carries -0.45; number 80, H, carries 0.44; number 81, H, carries 0.39; number 82, H, carries 0.19; number 83, H, carries 0.45; number 84, H, carries 0.38; number 85, H, carries 0.34; number 86, H, carries 0.45; number 87, H, carries -0.58; number 88, H, carries 0.43; number 89, H, carries 0.42; number 90, H, carries 0.40; number 91, H, carries 0.46; number 92, C, carries -0.22; number 93, C, carries -1.30; number 94, N, carries 0.42; number 95, C, carries -0.86; number 96, C, carries -0.83; number 97, C, carries 0.99; number 98, C, carries -1.33; number 99, N, carries 0.87

# C47H50AsMgN2O2PSi

A structure of composition C47H50AsMgN2O2PSi (the ωB97M-V functional and the def2-TZVPD basis, OMol25).

The HOMO-LUMO gap comes out at 6.97 eV. The spin multiplicity is 1. For the energy relative to the best compared isomer or geometry (same formula, charge and spin), the calculation gives 6.5 kcal per mole.

Cartesian coordinates (Å):
Mg1 1.5218 0.9183 -0.5931
C1 -0.4812 3.4753 -1.3992
C2 -1.6838 2.8663 -1.7361
C3 -2.4944 2.3299 -0.7470
C4 -2.0974 2.3848 0.5834
C5 -0.8891 2.9809 0.9181
C6 -0.0839 3.5420 -0.0680
H1 0.1396 3.9035 -2.1760
H2 -1.9852 2.8216 -2.7756
H3 -3.4391 1.8703 -1.0096
H4 -2.7415 1.9803 1.3557
H5 -0.5744 3.0430 1.9523
H6 0.8340 4.0390 0.2200
O1 2.7925 4.2926 1.4192
C7 3.3380 3.2243 1.2444
C8 4.7944 2.9289 1.6206
C9 5.0041 1.4841 1.1805
C10 3.6390 1.0990 0.6503
O2 3.3135 -0.0088 0.1819
N1 2.7520 2.1022 0.7056
H7 4.9140 3.0830 2.6929
H8 5.4430 3.6428 1.1153
H9 5.2974 0.8036 1.9809
H10 5.7312 1.3717 0.3751
C11 2.2975 -0.2488 -4.1841
Si1 2.4594 1.2574 -3.0026
C12 4.3349 1.6233 -2.9307
C13 1.7013 2.6810 -4.0235
C14 2.3159 3.9260 -4.1700
C15 1.6900 4.9772 -4.8293
C16 0.4255 4.8064 -5.3729
C17 -0.2041 3.5739 -5.2516
C18 0.4276 2.5361 -4.5836
H11 2.8694 -0.1055 -5.1051
H12 1.2530 -0.4069 -4.4697
H13 2.6510 -1.1666 -3.7058
H14 4.7760 1.7642 -3.9219
H15 4.8500 0.7880 -2.4485
H16 4.5452 2.5195 -2.3395
H17 3.3046 4.0872 -3.7541
H18 2.1929 5.9327 -4.9194
H19 -0.0645 5.6231 -5.8880
H20 -1.1906 3.4266 -5.6767
H21 -0.0916 1.5862 -4.4831
C19 -1.0108 -2.9620 -3.3936
C20 -1.8183 -2.0170 -2.5027
C21 -0.9759 -1.0217 -1.8573
N2 -0.3133 -0.2461 -1.3340
H22 -1.6756 -3.7063 -3.8287
H23 -0.2452 -3.4783 -2.8154
H24 -0.5178 -2.4187 -4.1980
H25 -2.3348 -2.5670 -1.7113
H26 -2.5786 -1.4815 -3.0756
C22 -1.1479 -1.1241 1.6159
C23 -1.5197 -2.0278 2.7769
As1 -3.2632 -2.9587 2.6105
C24 -4.3112 -1.4379 1.9510
C25 -4.5876 -1.1600 0.6158
C26 -5.3369 -0.0441 0.2684
C27 -5.7930 0.8265 1.2473
C28 -5.5109 0.5668 2.5804
C29 -4.7875 -0.5658 2.9279
C30 -2.8982 -3.9186 0.9408
C31 -3.9659 -4.3895 0.1776
C32 -3.7497 -5.1571 -0.9579
C33 -2.4564 -5.4907 -1.3375
C34 -1.3855 -5.0501 -0.5727
C35 -1.6049 -4.2666 0.5533
P1 0.5442 -0.4122 1.6385
C36 0.6869 0.4453 3.2360
C37 -0.4289 0.9941 3.8652
C38 -0.2856 1.7810 4.9993
C39 0.9753 2.0310 5.5178
C40 2.0929 1.4887 4.8988
C41 1.9511 0.7043 3.7657
C42 1.5201 -1.9436 1.8739
C43 1.8791 -2.6414 0.7211
C44 2.5247 -3.8642 0.8032
C45 2.8341 -4.4021 2.0446
C46 2.4909 -3.7132 3.1981
C47 1.8309 -2.4944 3.1148
H27 -1.8679 -0.3172 1.4698
H28 -1.1577 -1.6795 0.6743
H29 -1.5406 -1.4744 3.7177
H30 -0.7784 -2.8185 2.9064
H31 -4.2281 -1.8213 -0.1627
H32 -5.5581 0.1512 -0.7736
H33 -6.3624 1.7046 0.9719
H34 -5.8688 1.2365 3.3520
H35 -4.6017 -0.7788 3.9761
H36 -4.9829 -4.1548 0.4728
H37 -4.5936 -5.5083 -1.5380
H38 -2.2867 -6.1024 -2.2145
H39 -0.3723 -5.3200 -0.8461
H40 -0.7476 -3.9415 1.1318
H41 -1.4230 0.8197 3.4667
H42 -1.1623 2.2031 5.4740
H43 1.0886 2.6477 6.3997
H44 3.0809 1.6818 5.2975
H45 2.8288 0.2857 3.2868
H46 1.6739 -2.2117 -0.2542
H47 2.8071 -4.3867 -0.1020
H48 3.3495 -5.3515 2.1119
H49 2.7317 -4.1267 4.1693
H50 1.5564 -1.9742 4.0226

Mulliken population analysis, charges in e, atoms 1 to 99: number 1, Mg, carries 2.54; number 2, C, carries 0.15; number 3, C, carries -0.94; number 4, C, carries -0.09; number 5, C, carries -0.23; number 6, C, carries -0.30; number 7, C, carries -1.04; number 8, H, carries 0.48; number 9, H, carries 0.47; number 10, H, carries 0.44; number 11, H, carries 0.36; number 12, H, carries 0.44; number 13, H, carries 0.52; number 14, O, carries -0.70; number 15, C, carries -0.09; number 16, C, carries -0.76; number 17, C, carries -0.72; number 18, C, carries 0.46; number 19, O, carries -0.53; number 20, N, carries 0.46; number 21, H, carries 0.30; number 22, H, carries 0.32; number 23, H, carries 0.27; number 24, H, carries 0.40; number 25, C, carries -1.16; number 26, Si, carries 0.16; number 27, C, carries -1.36; number 28, C, carries 0.37; number 29, C, carries -0.34; number 30, C, carries -0.61; number 31, C, carries -0.51; number 32, C, carries -0.50; number 33, C, carries -0.38; number 34, H, carries 0.38; number 35, H, carries 0.11; number 36, H, carries 0.28; number 37, H, carries 0.44; number 38, H, carries 0.30; number 39, H, carries 0.31; number 40, H, carries 0.25; number 41, H, carries 0.38; number 42, H, carries 0.37; number 43, H, carries 0.40; number 44, H, carries 0.23; number 45, C, carries -1.41; number 46, C, carries 0.78; number 47, C, carries -0.20; number 48, N, carries 0.31; number 49, H, carries 0.41; number 50, H, carries 0.25; number 51, H, carries 0.43; number 52, H, carries -0.93; number 53, H, carries 0.44; number 54, C, carries 1.09; number 55, C, carries -1.59; number 56, As, carries 0.19; number 57, C, carries 0.10; number 58, C, carries 0.61; number 59, C, carries -0.69; number 60, C, carries -0.48; number 61, C, carries -0.75; number 62, C, carries -0.49; number 63, C, carries 0.27; number 64, C, carries -0.37; number 65, C, carries -0.69; number 66, C, carries -0.61; number 67, C, carries -0.70; number 68, C, carries -0.13; number 69, P, carries -0.39; number 70, C, carries 0.68; number 71, C, carries -0.54; number 72, C, carries -0.66; number 73, C, carries -0.85; number 74, C, carries -0.81; number 75, C, carries -0.85; number 76, C, carries 0.91; number 77, C, carries -0.75; number 78, C, carries -0.81; number 79, C, carries -0.77; number 80, C, carries -0.69; number 81, C, carries -0.47; number 82, H, carries 0.14; number 83, H, carries -0.94; number 84, H, carries 0.59; number 85, H, carries 0.63; number 86, H, carries 0.05; number 87, H, carries 0.43; number 88, H, carries 0.38; number 89, H, carries 0.41; number 90, H, carries 0.38; number 91, H, carries 0.44; number 92, H, carries 0.40; number 93, H, carries 0.49; number 94, H, carries 0.53; number 95, H, carries 0.28; number 96, H, carries 0.36; number 97, H, carries 0.45; number 98, H, carries 0.39; number 99, H, carries 0.44

Question: Among the records above, which one has the lowest spin multiplicity?
Answer: C47H50AsMgN2O2PSi

Question: Among the records above, which one has the lowest spin multiplicity?
Answer: C47H50AsMgN2O2PSi